3 unconnected molecules or ions with the total composition C3H2F2I2O. Source: the Open Molecules 2025 dataset; level of theory: the ωB97M-V functional and the def2-TZVPD basis.

Output
M ... 345.85 g/mol
Energy above the lowest of the compared OMol25 structures with the same formula, charge and spin ... 3.183 eV

Geometry (Å):
C: 1.13 -1.90 0.06
C: 0.04 -1.23 -0.11
C: 0.05 2.24 -0.48
O: 2.09 -2.51 0.01
F: 0.86 3.21 -0.74
F: -0.02 1.56 -1.60
I: -1.18 -2.51 2.61
I: -1.89 2.87 0.23
H: -0.11 -0.16 0.19
H: -0.96 -1.57 -0.18